# 1
The following is a DFT calculation (wB97M-V/def2-TZVPD) of a structure of composition C36H54N4Os.

ORCA input file:
```
! RIJCOSX wB97M-V def2-TZVPD def2/J DEFGRID3
* xyz -2 5
Os -0.175 0.304 1.302
C 1.477 1.851 4.619
C 0.629 0.510 3.022
N 0.450 1.677 3.742
H 3.190 0.490 5.039
N 1.759 -0.044 3.563
H 1.525 2.690 5.282
C 1.414 1.202 0.300
C 1.507 0.943 -1.082
C 2.563 1.465 -1.832
C 3.577 2.219 -1.230
C 3.516 2.428 0.145
C 2.462 1.922 0.911
H 0.756 0.307 -1.552
H 2.606 1.288 -2.911
H 4.306 3.002 0.628
H 2.447 2.077 1.987
C 4.692 2.799 -2.051
H 5.294 3.484 -1.447
H 4.298 3.354 -2.912
H 5.364 2.030 -2.450
C -0.554 2.670 3.362
C -1.022 3.377 4.625
C 0.063 3.719 2.428
H -0.191 3.919 5.095
H -1.789 4.120 4.381
H -1.449 2.679 5.348
H -2.520 2.375 2.458
H -1.813 0.860 2.996
H 0.280 3.287 1.439
C -1.567 1.849 2.568
H 0.999 4.130 2.830
H -0.652 4.539 2.275
H -1.228 1.831 1.446
C 2.290 0.779 4.518
C 3.799 -0.814 2.437
H 4.453 -0.343 3.183
H 4.299 -1.711 2.046
C 2.463 -1.231 3.047
H 2.201 -2.637 1.461
C 2.730 -2.153 4.229
H 1.802 -2.436 4.736
H 3.633 -0.115 1.608
H 1.251 -1.151 1.188
H 3.393 -1.676 4.963
H 3.226 -3.066 3.874
C 1.600 -1.888 1.988
H 0.736 -2.392 2.424
C -2.996 -1.536 -3.702
N -2.190 -0.448 -3.393
H -2.394 -3.634 -4.027
N -0.875 -2.111 -3.672
H -4.072 -1.514 -3.709
C -2.644 0.902 -2.986
C -2.759 1.801 -4.212
C -3.945 0.778 -2.220
H -3.564 1.467 -4.874
H -2.987 2.827 -3.881
H -1.810 1.817 -4.764
H -1.847 2.494 -1.752
H -0.598 1.507 -2.539
H -3.883 -0.046 -1.491
C -1.585 1.471 -2.061
H -4.789 0.614 -2.897
H -4.130 1.712 -1.664
H -1.508 0.848 -1.143
C -2.163 -2.592 -3.862
C 0.078 -3.937 -2.357
H -0.588 -4.742 -2.687
H 1.037 -4.383 -2.062
C 0.335 -2.944 -3.481
H 2.414 -2.507 -3.144
C 0.674 -3.705 -4.754
H 0.956 -3.030 -5.569
H -0.352 -3.433 -1.481
H 1.302 -1.616 -2.100
H -0.155 -4.349 -5.075
H 1.542 -4.347 -4.536
C 1.450 -1.990 -3.117
H 1.483 -1.141 -3.804
C -0.898 -0.788 -3.532
C -1.478 -1.212 1.644
C -2.851 -1.297 0.952
C -3.950 -0.538 1.370
C -5.226 -0.795 0.858
C -5.405 -1.796 -0.101
C -4.303 -2.513 -0.580
C -3.039 -2.260 -0.052
H -1.588 -1.254 2.742
H -0.865 -2.057 1.292
H -3.802 0.244 2.113
H -6.085 -0.237 1.236
H -6.404 -2.035 -0.464
H -4.436 -3.302 -1.326
H -2.175 -2.839 -0.367
*
```

The LUMO energy (spin up / spin down) comes out at 4.03 / 4.01 eV. The value obtained for the HOMO energy (spin up / spin down) is 2.71 / -0.67 eV. As for the molar mass: 733.1 Da.

For each atom in turn, the Löwdin charge in e is: Os 0.7520; C -0.1174; C -0.3224; N -0.0405; H 0.0906; N -0.0306; H 0.0724; C -0.3374; C -0.1677; C -0.0730; C -0.3258; C -0.0879; C -0.1570; H 0.0247; H 0.0975; H 0.0896; H 0.0773; C -0.0955; H 0.0596; H 0.0661; H 0.0648; C -0.5491; C -0.1975; C -0.0614; H 0.0373; H 0.0494; H 0.0374; H 0.0828; H 0.0631; H 0.0563; C -0.1561; H 0.0756; H 0.0729; H 0.0214; C -0.1130; C -0.0402; H 0.0743; H 0.0820; C -0.5603; H 0.0834; C -0.0675; H 0.0817; H 0.0718; H 0.0125; H 0.0633; H 0.0800; C -0.0935; H 0.0687; C -0.0656; N -0.0289; H 0.1039; N -0.0496; H 0.1070; C -0.5739; C -0.0495; C -0.0381; H 0.0698; H 0.0829; H 0.0815; H 0.0893; H 0.0570; H 0.0636; C -0.0899; H 0.0757; H 0.0964; H 0.0391; C -0.0762; C -0.0342; H 0.0756; H 0.0877; C -0.5800; H 0.0864; C -0.0519; H 0.0845; H 0.0779; H 0.0723; H 0.0726; H 0.0825; C -0.0698; H 0.0713; C -0.0263; C -0.3866; C -0.2821; C -0.0688; C -0.1248; C -0.1560; C -0.1374; C -0.0806; H 0.0483; H 0.0077; H 0.0884; H 0.0862; H 0.0768; H 0.0889; H 0.0826

# 2
The following is a DFT calculation (wB97M-V/def2-TZVPD) of a cluster of 9 separate species, C36H54O27 in total.

ORCA input file:
```
! RIJCOSX wB97M-V def2-TZVPD def2/J DEFGRID3
* xyz 0 1
C 8.030 -6.546 -4.457
C 6.599 -6.446 -4.057
C 6.279 -5.611 -2.799
O 5.329 -4.699 -3.292
C 5.247 -4.698 -4.666
O 4.500 -4.016 -5.385
O 6.050 -5.623 -5.114
H 8.109 -6.915 -5.479
H 8.642 -7.207 -3.844
H 8.501 -5.577 -4.286
H 6.100 -7.414 -4.079
H 7.184 -5.135 -2.423
H 5.889 -6.298 -2.048
C -1.791 3.768 -5.713
C -0.412 3.991 -6.133
C 0.092 5.426 -5.755
O 1.437 5.195 -5.399
C 1.608 3.873 -5.202
O 2.695 3.338 -4.911
O 0.516 3.212 -5.420
H -2.297 4.725 -5.839
H -1.708 3.613 -4.638
H -2.341 2.924 -6.132
H -0.172 3.852 -7.187
H -0.505 5.866 -4.957
H -0.005 6.056 -6.640
C 10.337 2.524 -4.034
C 9.959 1.957 -2.648
C 9.355 0.569 -2.593
O 10.091 -0.052 -1.509
C 11.121 0.568 -1.229
O 12.010 0.238 -0.463
O 11.104 1.748 -1.952
H 11.010 3.380 -4.075
H 9.403 2.807 -4.520
H 10.676 1.740 -4.711
H 9.456 2.735 -2.073
H 9.468 -0.058 -3.477
H 8.299 0.587 -2.323
C -1.521 -5.603 -5.361
C -1.747 -4.657 -4.103
C -1.961 -3.197 -4.612
O -3.208 -2.845 -4.028
C -3.772 -3.950 -3.423
O -4.873 -3.890 -2.830
O -2.970 -5.001 -3.534
H -2.327 -5.470 -6.083
H -1.403 -6.633 -5.022
H -0.609 -5.245 -5.838
H -0.924 -4.617 -3.389
H -2.011 -3.165 -5.701
H -1.195 -2.507 -4.258
C -9.556 2.226 -0.956
C -10.316 1.113 -0.185
C -9.588 0.522 0.976
O -10.541 0.329 1.941
C -11.689 1.049 1.610
O -12.792 1.067 2.187
O -11.473 1.680 0.488
H -8.847 1.650 -1.550
H -9.027 2.935 -0.320
H -10.084 2.665 -1.803
H -10.550 0.309 -0.882
H -8.787 1.208 1.252
H -9.073 -0.422 0.794
C 1.646 0.415 0.823
C 0.484 0.793 1.695
C -0.655 1.448 1.004
O -1.765 0.826 1.491
C -1.417 -0.347 2.116
O -2.231 -1.150 2.528
O -0.023 -0.425 2.124
H 1.458 0.068 -0.193
H 2.295 -0.337 1.271
H 2.224 1.336 0.744
H 0.795 1.371 2.565
H -0.636 1.345 -0.081
H -0.614 2.517 1.215
C -8.398 -4.002 9.257
C -9.022 -3.802 7.845
C -8.699 -4.755 6.704
O -9.946 -5.232 6.206
C -10.906 -4.823 7.050
O -12.037 -5.224 7.014
O -10.401 -4.050 7.978
H -8.311 -5.046 9.557
H -9.003 -3.488 10.003
H -7.391 -3.584 9.288
H -8.856 -2.764 7.557
H -8.132 -5.635 7.009
H -8.127 -4.203 5.958
C -0.475 -0.454 8.942
C -0.884 -1.826 9.573
C -0.815 -3.040 8.634
O -0.022 -3.973 9.303
C 0.480 -3.451 10.435
O 1.232 -3.973 11.223
O 0.038 -2.216 10.595
H -1.151 -0.278 8.105
H 0.529 -0.332 8.536
H -0.665 0.252 9.750
H -1.848 -1.874 10.080
H -0.372 -2.688 7.702
H -1.872 -3.278 8.514
C 6.686 9.003 -2.716
C 5.689 9.353 -1.630
C 4.294 9.776 -2.115
O 3.402 9.043 -1.341
C 4.084 8.112 -0.615
O 3.493 7.297 0.099
O 5.401 8.248 -0.866
H 6.373 8.094 -3.230
H 7.600 8.816 -2.152
H 6.892 9.734 -3.499
H 6.135 10.095 -0.967
H 4.164 9.532 -3.169
H 4.256 10.829 -1.835
*
```

The LUMO energy comes out at -0.05 eV. The value obtained for the HOMO energy is -10.66 eV. The energy above the lowest of the compared OMol25 structures with the same formula, charge and spin is 5.1021 eV. As for the molar mass: 918.8 Da.

Atom charges from the Löwdin analysis, given in e for atoms 1 to 99: C -0.0344; C -0.2911; C -0.0972; O 0.0554; C -0.5223; O 0.1092; O 0.0803; H 0.0954; H 0.0899; H 0.0936; H 0.1550; H 0.1317; H 0.1344; C -0.0226; C -0.3389; C -0.0920; O 0.0785; C -0.5563; O 0.1027; O 0.1071; H 0.0938; H 0.1039; H 0.0949; H 0.1612; H 0.1322; H 0.1354; C -0.0104; C -0.3607; C -0.0259; O 0.1274; C -0.6048; O 0.1335; O 0.0599; H 0.0874; H 0.0798; H 0.0810; H 0.1563; H 0.1387; H 0.1376; C -0.0074; C -0.2906; C -0.1011; O 0.0459; C -0.4860; O 0.0976; O 0.0914; H 0.0861; H 0.0790; H 0.0803; H 0.1510; H 0.1234; H 0.1305; C -0.0145; C -0.2817; C -0.1700; O 0.0676; C -0.4982; O 0.1124; O 0.1028; H 0.0817; H 0.0871; H 0.0830; H 0.1544; H 0.1311; H 0.1444; C -0.0215; C -0.3737; C -0.1602; O 0.0748; C -0.4485; O 0.1437; O 0.0718; H 0.0918; H 0.0902; H 0.0897; H 0.1599; H 0.1391; H 0.1429; C -0.0105; C -0.2964; C -0.0906; O 0.0824; C -0.5911; O 0.1543; O 0.0921; H 0.0831; H 0.0848; H 0.0773; H 0.1484; H 0.1340; H 0.1322; C -0.0073; C -0.2874; C -0.1176; O 0.0889; C -0.5697; O 0.1458; O 0.0823; H 0.0804

# 3
The following is a DFT calculation (wB97M-V/def2-TZVPD) of a structure of composition C36H55BN15NdS5.

ORCA input file:
```
! RIJCOSX wB97M-V def2-TZVPD def2/J DEFGRID3
* xyz 0 4
Nd -0.195 0.184 0.613
C 1.818 2.508 5.785
C 1.350 1.199 5.152
C -0.170 1.278 4.976
C 1.744 0.042 6.079
N 2.078 1.025 3.854
C 3.085 1.871 3.419
C 3.630 1.338 2.314
N 2.990 0.146 2.039
B 3.784 -0.919 1.207
N 4.071 -0.490 -0.254
C 5.154 -1.077 -0.877
C 5.358 -0.460 -2.050
N 4.397 0.530 -2.175
C 3.591 0.484 -1.060
S 2.203 1.413 -0.777
C 4.388 1.534 -3.275
C 5.572 1.262 -4.200
C 3.094 1.411 -4.086
C 4.554 2.944 -2.695
N 3.166 -2.325 1.239
C 3.597 -3.269 2.140
C 2.842 -4.369 1.988
N 1.929 -4.115 0.978
C 2.125 -2.833 0.545
S 1.320 -1.986 -0.707
C 0.870 -5.083 0.565
C 1.046 -6.372 1.363
C 1.022 -5.415 -0.922
C -0.502 -4.500 0.895
C 2.017 -0.026 2.974
S 0.901 -1.321 3.004
H 1.242 2.669 6.695
H 1.641 3.350 5.114
H 2.875 2.470 6.054
H -0.634 1.337 5.963
H -0.562 0.403 4.470
H -0.446 2.159 4.400
H 1.315 0.198 7.069
H 2.831 -0.010 6.171
H 1.381 -0.905 5.688
H 3.313 2.803 3.898
H 4.439 1.695 1.703
H 4.861 -1.015 1.740
H 5.688 -1.889 -0.415
H 6.086 -0.672 -2.810
H 5.473 0.300 -4.706
H 6.517 1.284 -3.655
H 5.605 2.047 -4.954
H 3.012 0.410 -4.517
H 3.107 2.141 -4.898
H 2.232 1.590 -3.452
H 5.454 2.997 -2.077
H 3.700 3.214 -2.082
H 4.644 3.662 -3.512
H 4.409 -3.062 2.814
H 2.897 -5.305 2.509
H 2.022 -6.826 1.179
H 0.280 -7.080 1.052
H 0.925 -6.194 2.433
H 1.990 -5.889 -1.099
H 0.953 -4.519 -1.531
H 0.237 -6.108 -1.228
H -0.569 -4.257 1.957
H -1.289 -5.215 0.646
H -0.668 -3.589 0.330
C -0.128 6.607 -0.794
C -1.206 5.945 0.063
N -0.660 4.942 0.956
C -0.442 3.654 0.606
S 0.401 2.710 1.783
N -0.810 3.310 -0.603
N -0.927 2.012 -0.935
C -0.926 1.751 -2.205
C -0.638 2.802 -3.232
C -1.287 0.394 -2.621
C -1.513 0.075 -3.960
C -1.899 -1.207 -4.307
C -2.073 -2.150 -3.307
C -1.837 -1.755 -2.002
N -1.446 -0.533 -1.657
H -0.542 7.439 -1.367
H 0.302 5.878 -1.481
H 0.673 6.989 -0.159
H -1.941 5.454 -0.572
H -1.714 6.693 0.673
H -0.183 5.246 1.786
H -0.003 2.404 -4.023
H -0.135 3.633 -2.746
H -1.561 3.184 -3.677
H -1.406 0.833 -4.723
H -2.068 -1.458 -5.345
H -2.383 -3.163 -3.516
H -1.978 -2.462 -1.194
N -4.660 -4.069 -0.829
C -4.230 -3.408 0.022
N -3.822 -2.669 1.017
C -2.840 -1.890 1.149
N -1.951 -1.147 1.340
C -6.055 -0.404 1.769
N -4.940 0.488 1.481
C -4.288 1.284 2.337
S -2.786 1.941 1.936
N -4.824 1.604 3.535
C -6.237 1.632 3.890
H -6.145 -1.112 0.951
H -6.995 0.142 1.855
H -5.879 -0.973 2.683
H -4.407 0.300 0.649
H -4.232 2.250 4.028
H -6.636 0.633 4.061
H -6.835 2.125 3.120
H -6.337 2.194 4.814
*
```

The LUMO energy (spin up / spin down) comes out at -0.04 / -0.04 eV. The value obtained for the HOMO energy (spin up / spin down) is -7.19 / -7.20 eV. The energy above the lowest of the compared OMol25 structures with the same formula, charge and spin is 0.0000 eV. As for the molar mass: 1013.3 Da.

Atom charges from the Löwdin analysis, given in e for atoms 1 to 99: Nd 1.2266; C -0.0552; C -0.5395; C -0.0654; C -0.0390; N -0.0166; C -0.0873; C -0.0889; N 0.0241; B -0.5995; N 0.0270; C -0.0511; C -0.0457; N 0.0070; C -0.6751; S 0.6156; C -0.5472; C -0.0607; C -0.0389; C -0.0412; N 0.0028; C -0.0649; C -0.0476; N 0.0181; C -0.6964; S 0.6236; C -0.5380; C -0.0570; C -0.0351; C -0.0358; C -0.7202; S 0.6510; H 0.0916; H 0.0848; H 0.0874; H 0.0897; H 0.0356; H 0.0374; H 0.0875; H 0.0903; H 0.0454; H 0.1136; H 0.1305; H 0.1270; H 0.1245; H 0.1086; H 0.0878; H 0.0863; H 0.0898; H 0.0926; H 0.0902; H 0.0250; H 0.0921; H 0.0378; H 0.0864; H 0.1235; H 0.1097; H 0.0875; H 0.0934; H 0.0883; H 0.0899; H 0.0358; H 0.0906; H 0.0942; H 0.0962; H 0.0219; C -0.0863; C -0.2476; N -0.0312; C -0.8663; S 0.5328; N -0.0191; N -0.1322; C -0.3070; C -0.0246; C -0.2237; C -0.0041; C -0.0440; C -0.0335; C -0.1529; N 0.0140; H 0.0678; H 0.0586; H 0.0696; H 0.1057; H 0.1100; H 0.1071; H 0.0699; H 0.0623; H 0.0962; H 0.1076; H 0.1117; H 0.1125; H 0.0769; N 0.0911; C -0.4209; N 0.0866; C -0.3838; N -0.0641

# 4
The following is a DFT calculation (wB97M-V/def2-TZVPD) of a structure of composition C36H55F5LuN5O4P2STe.

ORCA input file:
```
! RIJCOSX wB97M-V def2-TZVPD def2/J DEFGRID3
* xyz 0 1
Lu 10.415 10.848 10.180
C 7.685 7.655 11.196
C 8.572 8.848 11.360
N 8.402 9.993 10.706
N 7.195 10.383 10.259
C 7.235 11.723 10.103
N 6.146 12.208 9.530
S 8.520 12.758 10.549
C 9.632 8.850 12.334
C 9.969 7.806 13.170
C 10.907 7.964 14.196
C 11.421 9.241 14.376
C 11.229 10.202 13.412
N 10.344 10.017 12.417
H 6.817 8.077 10.649
H 7.388 7.289 12.218
H 8.088 6.821 10.672
H 5.404 11.535 9.306
H 6.167 13.138 9.165
H 9.377 6.882 13.180
H 11.358 7.143 14.736
H 12.088 9.523 15.207
H 11.750 11.150 13.388
C 16.251 11.859 10.233
C 15.048 11.077 10.836
C 15.495 10.123 11.967
P 13.814 10.233 9.775
C 14.531 8.586 9.296
C 13.554 8.000 8.250
C 16.000 8.445 8.959
C 13.616 11.199 8.210
C 14.559 10.953 7.184
C 14.789 11.850 6.132
C 16.046 11.774 5.281
C 13.914 13.020 6.032
C 12.908 13.192 6.968
C 12.734 12.353 8.093
N 11.787 12.586 9.084
C 11.177 13.801 9.222
C 10.224 14.297 8.240
C 9.720 13.443 7.097
C 9.747 15.585 8.399
C 10.019 16.357 9.495
C 9.499 17.734 9.541
C 10.879 15.871 10.509
C 11.497 14.619 10.353
C 12.545 14.175 11.298
H 16.451 12.630 10.996
H 15.977 12.325 9.278
H 17.130 11.206 10.131
H 14.476 11.813 11.444
H 16.367 9.527 11.569
H 14.639 9.533 12.426
H 15.963 10.733 12.772
H 14.275 8.064 10.204
H 13.680 8.475 7.277
H 12.519 8.122 8.516
H 13.737 6.917 8.150
H 16.093 7.929 7.996
H 16.593 7.883 9.716
H 16.500 9.423 8.779
H 15.213 10.105 7.269
H 16.170 10.761 4.849
H 16.957 11.920 5.905
H 16.026 12.445 4.414
H 14.092 13.783 5.257
H 12.261 14.118 6.926
H 10.068 12.436 7.228
H 10.220 13.774 6.210
H 8.616 13.385 7.119
H 8.936 15.888 7.737
H 8.366 17.806 9.537
H 9.924 18.354 8.747
H 9.775 18.257 10.513
H 11.160 16.454 11.380
H 12.095 13.912 12.268
H 13.197 14.998 11.567
H 13.171 13.340 10.863
F 10.115 2.512 6.873
Te 11.578 3.698 7.233
F 11.941 3.174 5.433
F 12.207 2.260 8.149
F 10.120 10.104 8.359
F 13.454 4.174 7.237
O 12.475 10.033 10.485
C 5.378 16.797 13.209
C 5.593 15.690 14.223
O 6.918 15.697 14.796
P 8.039 14.653 14.128
O 7.678 13.196 14.714
C 7.816 12.696 16.072
C 7.009 13.498 17.045
O 9.232 15.149 15.054
C 9.434 16.491 15.546
C 10.963 16.848 15.423
H 4.312 16.995 13.006
H 5.900 16.592 12.251
H 5.827 17.731 13.608
H 5.469 14.713 13.713
H 4.929 15.730 15.088
H 8.871 12.715 16.406
H 7.601 11.624 16.078
H 7.236 14.508 16.884
H 7.215 13.268 18.058
H 5.958 13.419 16.836
H 8.997 16.502 16.503
H 8.925 17.190 14.847
H 11.439 15.951 15.796
H 11.193 17.739 16.007
H 11.209 17.100 14.337
*
```

The LUMO energy comes out at -1.20 eV. The value obtained for the HOMO energy is -6.47 eV. The energy above the lowest of the compared OMol25 structures with the same formula, charge and spin is 0.0000 eV. As for the molar mass: 1113.4 Da.

Atom charges from the Löwdin analysis, given in e for atoms 1 to 99: Lu 1.5175; C -0.0254; C -0.2846; N -0.1796; N 0.0053; C -0.8634; N 0.0880; S 0.6428; C -0.2391; C -0.0117; C -0.0362; C -0.0700; C -0.1141; N -0.0130; H 0.0776; H 0.0949; H 0.0688; H 0.1196; H 0.0863; H 0.1152; H 0.1123; H 0.1153; H 0.1172; C -0.0727; C -0.4677; C -0.1176; P 0.8483; C -0.4490; C -0.0972; C -0.1010; C -0.1899; C -0.0869; C -0.2652; C -0.0778; C -0.0199; C -0.0325; C -0.2578; N -0.0943; C -0.3323; C -0.2599; C -0.0474; C -0.0511; C -0.3095; C -0.0843; C -0.0001; C -0.2330; C -0.0562; H 0.0851; H 0.0733; H 0.0710; H 0.0935; H 0.0786; H 0.0905; H 0.0828; H 0.0981; H 0.0735; H 0.0588; H 0.0731; H 0.0836; H 0.0885; H 0.0650; H 0.0780; H 0.0738; H 0.0803; H 0.0691; H 0.1101; H 0.1195; H 0.0457; H 0.0674; H 0.0883; H 0.1237; H 0.0931; H 0.0757; H 0.0862; H 0.1037; H 0.0788; H 0.0729; H 0.0666; F -0.5389; Te 1.9718; F -0.4521; F -0.4380; F -0.5466; F -0.5451; O -0.4812; C -0.0904; C -0.3183; O -0.3676; P 0.8354; O -0.3248; C -0.2654; C -0.0766; O -0.3421; C -0.2580; C -0.0592; H 0.0760; H 0.0775; H 0.0793; H 0.1016